No. 1
This record from the Open Molecules 2025 dataset describes a cluster of 9 separate species, C19H36B3ClNO39PS8 in total at a distorted geometry. The level of theory is the ωB97M-V functional and the def2-TZVPD basis.

```
108
Properties=species:S:1:pos:R:3:lowdin_charge:R:1
N 2.602 -2.743 0.653 0.160
C 1.920 -3.437 -0.198 -0.137
O 1.260 -4.165 -1.312 0.104
B 0.241 -3.276 -1.968 -0.377
O -1.189 -3.703 -1.777 0.185
B -1.931 -2.426 -1.485 -0.364
C -2.777 -2.129 -0.107 -0.012
C -4.354 -2.634 -0.207 -0.556
O -4.838 -3.510 0.708 -0.080
Cl -5.489 -1.986 -1.530 0.572
O -1.803 -1.381 -2.561 0.103
B -0.355 -0.983 -2.439 -0.476
P 0.050 0.802 -1.864 0.996
O -1.547 1.558 -1.670 -0.350
O 0.626 0.672 -0.189 -0.352
O 0.625 -2.048 -2.745 0.161
H -2.245 -2.689 0.802 0.116
H -2.714 -0.972 0.180 0.154
H -1.651 2.318 -2.315 0.034
H 0.030 1.310 0.331 0.076
O -4.367 5.646 -1.522 -0.239
S -3.805 4.912 -2.634 0.684
O -2.393 4.640 -2.765 -0.233
O -4.331 5.601 -4.015 -0.186
C -5.037 4.634 -4.790 -0.165
C -5.621 3.649 -3.780 -0.167
O -4.617 3.505 -2.778 -0.197
H -4.321 4.139 -5.454 0.135
H -5.813 5.118 -5.390 0.141
H -5.858 2.682 -4.230 0.143
H -6.518 4.058 -3.304 0.117
O 8.708 -3.029 -2.408 -0.243
S 7.844 -3.981 -1.746 0.678
O 7.953 -5.408 -1.937 -0.232
O 6.298 -3.538 -2.015 -0.187
C 5.645 -3.310 -0.768 -0.184
C 6.745 -2.874 0.196 -0.172
O 7.877 -3.670 -0.145 -0.220
H 5.189 -4.252 -0.445 0.129
H 4.866 -2.550 -0.878 0.121
H 6.467 -3.026 1.242 0.138
H 7.011 -1.823 0.039 0.137
O 7.596 1.708 -2.805 -0.242
S 8.940 2.222 -2.665 0.677
O 9.226 3.588 -2.294 -0.237
O 9.764 1.871 -4.028 -0.196
C 10.906 1.080 -3.703 -0.170
C 10.525 0.314 -2.439 -0.175
O 9.761 1.232 -1.661 -0.196
H 11.746 1.757 -3.516 0.133
H 11.155 0.413 -4.532 0.136
H 11.400 -0.030 -1.882 0.122
H 9.885 -0.543 -2.676 0.119
O 12.385 0.071 3.148 -0.231
S 11.934 -0.641 1.973 0.685
O 12.079 -0.122 0.633 -0.237
O 10.375 -1.062 2.201 -0.191
C 10.247 -2.480 2.110 -0.175
C 11.597 -3.040 2.552 -0.172
O 12.567 -2.144 2.015 -0.192
H 10.036 -2.737 1.067 0.121
H 9.428 -2.830 2.743 0.138
H 11.766 -4.056 2.186 0.139
H 11.691 -3.026 3.643 0.133
O -9.990 4.616 -2.383 -0.246
S -9.899 4.974 -0.984 0.676
O -11.033 4.951 -0.091 -0.228
O -9.184 6.436 -0.879 -0.219
C -8.001 6.331 -0.089 -0.158
C -7.513 4.897 -0.275 -0.169
O -8.695 4.102 -0.313 -0.188
H -8.270 6.524 0.954 0.136
H -7.259 7.065 -0.414 0.141
H -6.856 4.573 0.536 0.146
H -6.994 4.778 -1.232 0.101
O -1.039 -5.853 0.569 -0.208
S -0.510 -4.919 1.537 0.684
O -0.336 -3.511 1.261 -0.258
O 0.899 -5.514 2.102 -0.195
C 0.814 -5.676 3.517 -0.158
C -0.663 -5.925 3.811 -0.191
O -1.371 -5.072 2.914 -0.179
H 1.159 -4.750 3.987 0.138
H 1.446 -6.507 3.844 0.141
H -0.925 -5.698 4.847 0.097
H -0.941 -6.959 3.583 0.140
O -0.608 -6.811 6.272 -0.262
S -1.472 -7.763 6.934 0.704
O -1.362 -9.191 6.743 -0.217
O -3.017 -7.320 6.665 -0.187
C -3.671 -7.093 7.912 -0.168
C -2.571 -6.656 8.876 -0.172
O -1.438 -7.453 8.535 -0.187
H -4.126 -8.035 8.235 0.136
H -4.449 -6.333 7.802 0.140
H -2.848 -6.808 9.921 0.139
H -2.304 -5.606 8.719 0.134
O -8.931 11.983 -2.356 -0.237
S -9.382 11.270 -3.531 0.680
O -9.236 11.790 -4.871 -0.235
O -10.940 10.850 -3.303 -0.193
C -11.068 9.432 -3.394 -0.169
C -9.719 8.871 -2.952 -0.184
O -8.749 9.768 -3.488 -0.195
H -11.279 9.175 -4.437 0.134
H -11.888 9.082 -2.761 0.139
H -9.550 7.856 -3.317 0.132
H -9.625 8.886 -1.861 0.125
```

Summary:
SMILES: N#COB1OB(CC(=O)Cl)OB(P(O)O)O1.O=S1(=O)OCCO1.O=S1(=O)OCCO1.O=S1(=O)OCCO1.O=S1(=O)OCCO1.O=S1(=O)OCCO1.O=S1(=O)OCCO1.O=S1(=O)OCCO1.O=S1(=O)OCCO1
Energy relative to the best compared isomer or geometry (same formula, charge and spin) (kcal per mole): 182.4
Energy (eV): -212145.052
HOMO-LUMO gap (hartree): 0.30245
Total charge: 0
Maximum force (eV/A): 11.2
E_LUMO (eV): -0.8

No. 2
This record from the Open Molecules 2025 dataset describes a structure of composition C19H36BF4N2O15Ti at a distorted geometry. The level of theory is the ωB97M-V functional and the def2-TZVPD basis.

```
78
Properties=species:S:1:pos:R:3:mulliken_spin:R:1
Ti 1.437 -0.389 -1.416 2.909
B -0.933 -0.562 -0.035 0.218
F -0.635 -0.110 1.242 -0.061
F -0.598 0.425 -1.001 -0.186
F -0.113 -1.677 -0.299 -0.077
F -2.287 -0.849 -0.197 -0.002
C -5.106 1.008 0.325 0.000
O -4.768 1.982 -0.653 0.000
C -3.631 2.657 -0.564 0.000
O -3.281 3.427 -1.408 0.000
O -2.956 2.387 0.537 0.000
C -1.617 2.819 0.643 -0.001
H -4.908 1.439 1.312 0.000
H -4.583 0.060 0.237 0.000
H -6.180 0.834 0.342 0.000
H -1.160 2.411 1.536 0.001
H -1.537 3.908 0.718 0.000
H -1.102 2.515 -0.267 0.004
C 1.506 4.040 -1.312 -0.001
O 1.583 3.742 0.084 0.003
C 2.050 2.541 0.380 -0.028
O 2.408 1.699 -0.413 -0.036
O 2.077 2.429 1.678 0.003
C 2.496 1.174 2.241 0.050
H 2.533 4.106 -1.673 0.000
H 1.007 4.997 -1.419 0.001
H 0.967 3.279 -1.873 0.007
H 1.682 0.497 1.987 0.032
H 2.631 1.267 3.313 0.002
H 3.424 0.767 1.842 0.006
C 3.283 -0.963 6.762 0.000
O 2.260 -1.379 5.849 0.000
C 2.602 -1.681 4.603 0.002
O 3.719 -1.645 4.148 -0.001
O 1.498 -2.014 3.955 -0.002
C 1.582 -2.374 2.577 -0.084
H 2.870 -0.270 7.484 0.000
H 4.177 -0.587 6.269 0.000
H 3.586 -1.891 7.254 0.000
H 2.468 -2.881 2.198 -0.006
H 1.370 -1.477 2.002 0.106
H 0.793 -3.110 2.423 0.002
C 3.736 -2.471 -4.596 0.010
O 2.680 -3.419 -4.397 -0.001
C 1.619 -3.029 -3.732 -0.003
O 1.386 -1.888 -3.407 0.007
O 0.862 -4.074 -3.521 0.003
C -0.306 -3.909 -2.720 -0.026
H 3.394 -1.442 -4.509 0.002
H 4.083 -2.627 -5.613 0.001
H 4.505 -2.687 -3.859 -0.002
H -1.201 -3.785 -3.331 -0.001
H -0.181 -3.086 -2.023 0.036
H -0.484 -4.856 -2.215 -0.001
C 2.235 3.186 -4.672 0.000
O 1.028 2.543 -5.048 0.002
C 0.595 1.570 -4.265 0.024
O 1.135 1.207 -3.243 0.061
O -0.501 1.082 -4.788 0.000
C -1.323 0.266 -3.963 -0.003
H 1.981 4.074 -4.078 0.000
H 2.806 3.537 -5.521 0.000
H 2.770 2.602 -3.921 0.000
H -0.771 -0.588 -3.577 0.027
H -2.210 -0.061 -4.497 0.002
H -1.707 0.836 -3.117 -0.003
C -3.674 -3.046 1.544 0.000
C -5.102 -2.781 1.635 0.000
N -6.226 -2.581 1.736 0.000
H -3.485 -4.094 1.791 0.000
H -3.140 -2.453 2.285 0.000
H -3.260 -2.912 0.549 0.000
C -1.848 0.845 3.774 0.000
C -2.250 -0.477 4.269 0.000
N -2.539 -1.538 4.602 0.000
H -1.822 1.616 4.545 0.000
H -2.583 1.144 3.030 0.000
H -0.817 0.747 3.444 0.002
```

Summary:
Energy (eV): -88645.457
HOMO-LUMO gap (spin up / spin down) (hartree): 0.19320 / 0.39111
Total charge: 0
Maximum force (eV/A): 2.0
<S²>: 3.7511
2S+1: 4
E_LUMO (spin up / spin down) (eV): 0.1 / 0.0

No. 3
This record from the Open Molecules 2025 dataset describes a structure of composition C19H36BNO5STa at a distorted geometry. The level of theory is the ωB97M-V functional and the def2-TZVPD basis.

```
64
Properties=species:S:1:pos:R:3:lowdin_charge:R:1
C 2.132 -1.322 2.946 -0.111
O 1.695 -0.029 3.335 -0.110
B 0.979 0.653 2.331 -0.765
O -0.324 0.205 2.139 0.048
Ta 1.886 2.445 1.048 1.278
S 2.920 4.509 0.025 0.065
C 3.003 0.909 -0.229 -0.400
C 4.411 0.516 0.230 -0.291
C 5.237 -0.424 -0.704 -0.211
C 4.678 -0.691 -2.103 -0.210
C 3.433 -1.588 -2.171 -0.181
C 3.407 -2.656 -1.099 -0.167
O 2.459 -3.710 -1.445 -0.035
C 1.390 -3.789 -0.601 -0.539
C 0.396 -2.666 -0.707 0.031
O 1.246 -4.726 0.132 0.120
C 0.125 2.235 -0.391 -0.405
C -1.140 3.052 -0.099 -0.306
C -2.402 2.563 -0.821 -0.257
N -3.316 1.875 0.101 -0.059
C -4.673 1.701 -0.442 -0.167
C -5.207 0.325 -0.121 -0.143
C -4.401 -0.798 -0.328 -0.027
C -4.845 -2.076 -0.018 -0.088
C -6.119 -2.255 0.515 -0.098
C -6.941 -1.155 0.717 -0.033
C -6.486 0.120 0.392 -0.276
O -7.320 1.211 0.628 0.009
H 1.411 -2.090 3.235 0.085
H 3.084 -1.520 3.436 0.086
H 2.290 -1.383 1.864 0.055
H -0.695 -0.075 2.986 0.089
H 0.878 3.530 2.169 -0.121
H 3.187 2.400 2.380 -0.116
H 3.806 3.931 -0.792 -0.306
H 2.362 0.018 -0.200 0.011
H 2.980 1.272 -1.262 0.039
H 4.990 1.420 0.423 0.079
H 4.311 0.020 1.196 0.081
H 6.226 0.021 -0.845 0.097
H 5.422 -1.363 -0.180 0.088
H 4.467 0.259 -2.597 0.103
H 5.476 -1.156 -2.692 0.103
H 3.366 -2.089 -3.137 0.116
H 2.559 -0.953 -2.046 0.082
H 4.368 -3.156 -0.997 0.128
H 3.111 -2.251 -0.131 0.111
H -0.066 -2.500 0.264 0.090
H 0.847 -1.742 -1.056 0.065
H -0.384 -2.958 -1.410 0.094
H 0.515 2.488 -1.384 0.030
H -0.163 1.176 -0.414 0.028
H -0.955 4.084 -0.407 0.092
H -1.327 3.060 0.976 0.070
H -2.100 1.833 -1.579 0.103
H -2.908 3.380 -1.358 0.101
H -3.371 2.452 0.931 0.103
H -4.609 1.830 -1.523 0.119
H -5.357 2.441 -0.028 0.112
H -3.404 -0.649 -0.721 0.111
H -4.198 -2.930 -0.170 0.096
H -6.471 -3.241 0.787 0.095
H -7.935 -1.271 1.127 0.108
H -7.936 1.280 -0.106 0.104
```

Summary:
Energy relative to the best compared isomer or geometry (same formula, charge and spin) (kcal per mole): 0.0
Energy (eV): -45076.314
HOMO-LUMO gap (hartree): 0.26158
Total charge: -1
Maximum force (eV/A): 2.4
E_LUMO (eV): 2.3

Among the records above, which one has the lowest total charge? C19H36BNO5STa